Molecular formula: C24H18N4RuTe4
Method: DFT, ωB97M-V/def2-TZVPD

Element x y z (Å)
Ru1 0.527 -0.353 0.818
N1 -0.272 2.170 -0.086
C1 -1.269 3.295 3.204
C2 -1.826 -4.617 1.128
C3 0.082 -1.790 -0.472
C4 -1.842 -4.954 -1.242
H1 -0.281 -1.636 -4.312
H2 4.070 -2.142 -4.727
C5 -0.910 1.771 -2.660
H3 -2.132 2.014 4.762
C6 -1.669 0.961 2.970
C7 2.404 -1.824 -3.430
H4 1.400 -3.940 -0.990
H5 -2.102 -4.934 2.128
H6 -1.734 2.387 -4.539
C8 1.611 -2.308 -2.374
N2 -1.185 0.934 1.709
Te1 2.523 -1.819 1.347
C9 3.045 -4.265 -2.320
H7 4.658 -4.359 -3.754
Te2 3.645 0.581 4.767
C10 -0.787 3.329 1.937
H8 3.296 -5.209 -1.847
C11 3.475 -2.559 -3.922
Te3 4.554 -2.886 2.775
Te4 1.884 0.470 2.783
C12 -0.742 2.115 1.169
H9 -1.268 4.198 3.804
N3 -0.008 0.921 -0.575
H10 -2.793 -6.296 0.160
C13 -1.264 1.581 -3.987
C14 -1.092 -3.794 -1.406
H11 -1.349 0.172 -5.619
C15 -0.448 -0.667 -3.859
H12 -0.811 -3.473 -2.401
C16 -1.088 -3.453 0.972
C17 -1.747 2.077 3.755
C18 -0.685 -3.002 -0.302
H13 -2.137 -5.528 -2.114
C19 -1.044 0.350 -4.596
H14 -1.095 2.705 -2.154
C20 1.964 -3.544 -1.823
H15 -0.803 -2.877 1.824
C21 -2.216 -5.387 0.029
C22 -0.303 0.752 -1.911
N4 0.561 -1.550 -1.817
H16 -1.995 0.002 3.352
H17 -0.386 4.228 1.490
C23 3.809 -3.795 -3.380
H18 2.199 -0.851 -3.842
C24 -0.037 -0.482 -2.541

Values from the calculation:
HOMO (alpha / beta), eV: -0.84 / -1.12
Charge: -2
Largest force on an atom, hartree/bohr: 0.055
<S²>: 6.08
LUMO level (alpha / beta), eV: 4.137 / 3.784
Orbital gap (alpha / beta), eV: 4.97 / 4.90
Multiplicity: 5